The following is a DFT calculation (ωB97M-V/def2-TZVPD) of a 2-piece molecular cluster, C4H13N2O overall.

## Properties
Energy relative to the best compared isomer or geometry (same formula, charge and spin) = 1.375 eV
2S+1 = 1
Total charge = -1
Frontier orbital gap = 7.1753 eV
HOMO = -2.9519 eV

Each line ends with the natural charge from an NBO analysis.
Atoms and positions in Å:
C (-0.6838, -0.7858, 1.7806)  -0.45
N (-1.0171, -1.6608, 0.6351)  -0.47
C (-1.8955, -0.9786, -0.3162)  -0.45
C (0.1783, -2.0907, -0.0863)  -0.44
H (-1.6312, -0.4298, 2.2324)  0.17
H (-0.0685, 0.0827, 1.3886)  0.25
H (-0.0515, -1.2773, 2.4964)  0.17
H (-2.1053, -1.6936, -1.1326)  0.17
H (-2.8591, -0.7198, 0.1702)  0.16
H (-1.3189, -0.0955, -0.6415)  0.27
H (-0.1244, -2.7664, -0.8843)  0.17
H (0.8386, -2.6754, 0.6382)  0.16
H (0.7069, -1.2277, -0.5737)  0.25
N (1.4219, 2.8800, -1.1333)  -0.91
C (1.4984, 1.6258, -0.3164)  0.12
O (0.3777, 0.8222, -0.4411)  -0.99
H (1.4037, 2.6922, -2.1531)  0.34
H (0.5697, 3.3869, -0.8793)  0.34
H (2.4386, 1.1522, -0.7328)  0.07
H (1.7609, 1.8354, 0.7173)  0.09

The following is a DFT calculation (ωB97M-V/def2-TZVPD) of a 3-piece molecular cluster, C4H13N2O overall.

## Properties
Energy relative to the best compared isomer or geometry (same formula, charge and spin) = 1.572 eV
2S+1 = 2
Frontier orbital gap (alpha / beta) = 10.3047 / 6.6507 eV
HOMO (alpha / beta) = -9.4415 / -9.3386 eV

Each line ends with the natural charge from an NBO analysis.
Atoms and positions in Å:
C (0.2938, -1.0814, -0.9034)  -0.26
C (1.3843, -1.0359, 0.2036)  -0.44
C (1.4544, 0.2487, 0.9738)  -0.17
C (2.5956, 0.8333, 1.3213)  -0.40
N (-3.1239, -0.2655, 0.8053)  -1.10
N (0.3567, 0.0480, -1.8244)  -0.60
H (-0.7030, -1.1539, -0.4577)  0.24
H (0.4543, -2.0177, -1.4428)  0.20
H (1.2275, -1.8753, 0.8893)  0.22
H (2.3618, -1.2090, -0.2617)  0.20
H (2.6375, 1.7540, 1.8852)  0.20
H (3.5401, 0.4013, 1.0129)  0.18
H (-2.6502, 0.4909, 0.3127)  0.39
H (-3.3281, -0.0194, 1.7673)  0.35
H (-4.0143, -0.4375, 0.3520)  0.35
H (0.0623, -0.2096, -2.7612)  0.36
H (-0.2467, 0.8547, -1.4485)  0.40
H (0.5044, 0.7353, 1.1293)  0.21
H (-1.5866, 2.3867, -0.9609)  0.45
O (-1.2198, 1.5523, -0.5920)  -0.79

The following is a DFT calculation (ωB97M-V/def2-TZVPD) of a 2-piece molecular cluster, C4H13N2O overall.

## Properties
Energy relative to the best compared isomer or geometry (same formula, charge and spin) = 0.156 eV
2S+1 = 2
Frontier orbital gap (alpha / beta) = 6.5456 / 9.7272 eV
HOMO (alpha / beta) = -5.4764 / -8.7227 eV

Each line ends with the natural charge from an NBO analysis.
Atoms and positions in Å:
C (0.7129, -1.9299, 1.2660)  -0.61
C (-0.5737, -1.4464, 1.8968)  -0.41
C (-1.0216, -0.0755, 1.4181)  -0.21
N (-0.1646, -0.4681, -1.6511)  -0.84
C (-1.1819, 0.3233, -1.1145)  0.07
N (-1.7393, -0.0945, 0.0882)  -0.66
H (0.6996, -2.1755, 0.2092)  0.20
H (1.1145, -2.8036, 1.7689)  0.21
H (1.5199, -1.1864, 1.3497)  0.20
H (-1.3776, -2.1774, 1.8628)  0.21
H (-0.3027, -1.3036, 2.9504)  0.20
H (-1.8175, 0.2900, 2.0717)  0.19
H (-0.1932, 0.6293, 1.3460)  0.19
H (0.0811, -0.2758, -2.6064)  0.38
H (-0.2194, -1.4611, -1.4873)  0.36
H (-1.8021, 0.9237, -1.7633)  0.15
H (-2.6890, 0.2110, 0.1866)  0.37
H (3.3687, 4.4159, -1.8847)  0.47
H (2.8509, 4.5247, -3.3750)  0.47
O (2.7351, 4.0799, -2.5320)  -0.95

no.,molar mass (g mol⁻¹)
1,105.2
2,105.2
3,105.2